Formula: C32H36N8OSb2Zn
Source: OMol25
Level of theory: the ωB97M-V functional and the def2-TZVPD basis

XYZ file:
```
80
Properties=species:S:1:pos:R:3:mulliken_charge:R:1
Zn -0.0379 -0.1061 0.0138 -0.054
C -2.6609 -3.4778 -1.5920 -1.306
Sb -2.1554 -1.8864 -0.2796 0.537
C -3.7666 -0.5443 -0.6566 -1.304
C -2.6858 -2.5750 1.6887 -1.386
C -1.7771 -3.6684 2.1767 0.801
C -1.8866 -4.9384 1.6059 -0.403
C -1.0876 -5.9904 2.0167 -0.845
C -0.1529 -5.7846 3.0233 -0.702
C -0.0389 -4.5333 3.6017 -0.738
C -0.8396 -3.4637 3.1959 0.583
C -0.6613 -2.1386 3.8817 -1.523
Sb 0.4824 -0.7932 2.6561 0.707
C 2.2721 -1.9342 2.5082 -1.261
C 1.0655 0.7523 3.9955 -1.180
H -3.6729 -3.8031 -1.3564 0.426
H -1.9593 -4.2993 -1.4735 0.424
H -2.6241 -3.1015 -2.6130 0.446
H -4.7159 -1.0523 -0.4923 0.461
H -3.7188 -0.2004 -1.6902 0.366
H -3.6981 0.3136 0.0118 0.415
H -3.7170 -2.9225 1.6110 0.634
H -2.6806 -1.6868 2.3164 0.426
H -2.6396 -5.1075 0.8429 0.546
H -1.2030 -6.9682 1.5678 0.425
H 0.4684 -6.6002 3.3694 0.431
H 0.6742 -4.3812 4.4048 0.415
H -0.0560 -2.2513 4.7805 0.626
H -1.5903 -1.6417 4.1550 0.624
H 2.6353 -2.1780 3.5058 0.419
H 3.0352 -1.3656 1.9784 0.327
H 2.0613 -2.8557 1.9663 0.400
H 1.5286 0.3004 4.8714 0.409
H 0.1882 1.3211 4.2982 0.389
H 1.7754 1.4185 3.5068 0.349
C 5.1281 1.9384 0.6299 -1.269
N 3.6657 1.8561 0.5755 0.926
C 2.9072 0.9114 0.0349 -0.293
N 1.6236 1.2395 0.1820 0.665
C 1.6793 2.4414 0.8343 -0.843
N 2.8981 2.8403 1.0857 -0.795
C 5.7590 2.4246 -0.6579 1.086
C 7.1485 2.4983 -0.7048 -1.021
C 7.7845 2.9440 -1.8513 -0.631
C 7.0435 3.3147 -2.9626 -1.042
C 5.6571 3.2395 -2.9178 -0.349
C 5.0136 2.7974 -1.7627 -0.078
C 4.8869 3.6227 -4.0997 0.634
N 5.3269 4.0810 -5.2161 -0.453
N 4.2200 4.2771 -6.0260 -0.455
C 3.1954 3.9224 -5.3372 0.700
O 3.5342 3.4909 -4.0930 -0.262
C 1.7907 3.9259 -5.7399 -0.149
C 1.4555 4.2728 -7.0469 -1.033
C 0.1288 4.2586 -7.4386 -0.747
C -0.8646 3.8971 -6.5376 -0.859
C -0.5322 3.5650 -5.2316 1.234
C -1.6260 3.2231 -4.2477 -1.180
N -1.2748 2.0679 -3.4095 0.879
C -0.8248 2.0526 -2.1650 -0.135
N -0.5776 0.7965 -1.8015 0.259
C -0.8986 0.0766 -2.9226 -0.669
N -1.3224 0.8161 -3.9115 -0.817
C 0.7964 3.5810 -4.8341 -0.128
H 5.5061 0.9507 0.8891 0.453
H 5.3559 2.6175 1.4474 0.405
H 3.2949 0.0366 -0.4651 0.544
H 0.8096 3.0131 1.1216 0.490
H 7.7344 2.2089 0.1609 0.474
H 8.8647 3.0011 -1.8793 0.415
H 7.5233 3.6640 -3.8676 0.547
H 3.9308 2.7675 -1.7489 0.852
H 2.2428 4.5447 -7.7378 0.552
H -0.1363 4.5199 -8.4546 0.420
H -1.9004 3.8729 -6.8555 0.417
H -2.5426 2.9673 -4.7712 0.431
H -1.8302 4.0538 -3.5730 0.250
H -0.6896 2.9339 -1.5584 0.468
H -0.8039 -0.9963 -2.9959 0.601
H 1.0782 3.3222 -3.8194 0.623
```

## Properties
- E_HOMO: -12.684 eV
- HOMO-LUMO gap: 6.7 eV
- Energy: -109215.571 eV
- Spin multiplicity: 1
- Charge: +2
- E_LUMO: -5.949 eV